No. 1
{
  "formula": "C15H54O15",
  "method": "ωB97M-V with the def2-TZVPD basis set",
  "lumo_ev": [-2.811, -9.380],
  "total_charge": 1,
  "de_lowest_ev": 0.000,
  "s2": 0.754,
  "homo_lumo_gap_ev": [8.70, 2.13],
  "fmax_ev_per_a": 3.650,
  "multiplicity": 2,
  "elements": ["C", "C", "O", "O", "H", "H", "H", "H", "H", "H", "C", "C", "O", "O", "H", "H", "H", "H", "H", "H", "C", "C", "O", "O", "H", "H", "H", "H", "H", "H", "C", "O", "H", "H", "H", "H", "C", "O", "H", "H", "H", "H", "C", "O", "H", "H", "H", "H", "C", "O", "H", "H", "H", "H", "C", "O", "H", "H", "H", "H", "C", "O", "H", "H", "H", "H", "C", "O", "H", "H", "H", "H", "C", "O", "H", "H", "H", "H", "C", "O", "H", "H", "H", "H"],
  "positions_angstrom": [[-4.6407, -0.5613, -1.3819], [-5.9014, -1.4565, -1.2527], [-7.0293, -0.6857, -1.6435], [-4.1367, -0.4377, -2.7257], [-3.9136, -1.0940, -0.7690], [-4.7823, 0.4663, -1.0473], [-5.9789, -1.8463, -0.2378], [-5.8735, -2.3910, -1.8132], [-6.7628, -0.2091, -2.4331], [-4.7816, 0.0698, -3.2239], [0.8629, 4.0558, -0.5268], [1.5252, 3.6662, 0.7545], [0.9512, 2.4627, 1.2601], [1.1194, 3.1789, -1.5869], [1.1590, 5.0715, -0.7888], [-0.2261, 4.0693, -0.4826], [1.5277, 4.4395, 1.5227], [2.5883, 3.5717, 0.5330], [1.2416, 1.7317, 0.7098], [1.6857, 3.5849, -2.2473], [0.4284, -0.7815, -0.3204], [-0.7959, 0.0719, -0.2142], [-0.7547, 1.0844, -1.2061], [1.5215, -0.1613, 0.3539], [0.6411, -0.9692, -1.3728], [0.3087, -1.7447, 0.1757], [-0.9469, 0.4387, 0.8011], [-1.6673, -0.4784, -0.5690], [0.0808, 1.5571, -1.2206], [2.1925, -0.7997, 0.6063], [-2.3194, -4.9884, -0.2427], [-1.3659, -4.1317, 0.2280], [-2.6307, -5.8107, 0.4014], [-3.2252, -4.4237, -0.4636], [-2.0138, -5.4164, -1.1974], [-1.4809, -4.0955, 1.1804], [4.5143, 0.8416, 2.6433], [5.6687, 1.5851, 2.6208], [4.7604, -0.1481, 2.2587], [4.0444, 0.7044, 3.6172], [3.7524, 1.3150, 2.0240], [5.4176, 2.4901, 2.8195], [1.2572, -0.1249, 3.7536], [1.0650, 1.3198, 3.9143], [0.3188, -0.6771, 3.8038], [1.8813, -0.3108, 2.8795], [1.8614, -0.4297, 4.6081], [0.9433, 1.7643, 3.0721], [4.9978, 1.5204, -1.1194], [5.5911, 2.5395, -0.4084], [4.2194, 1.0591, -0.5117], [4.5398, 1.8796, -2.0410], [5.7963, 0.7904, -1.2523], [6.2012, 2.1670, 0.2323], [-2.1403, 1.4559, 3.7423], [-1.3896, 1.7802, 4.8704], [-1.6325, 1.8235, 2.8507], [-2.3246, 0.3817, 3.7589], [-3.0896, 1.9877, 3.8067], [-0.4810, 1.5532, 4.6592], [2.0599, -3.0075, 2.2323], [2.9149, -2.2819, 1.3514], [1.9454, -4.0410, 1.9055], [2.4902, -2.9929, 3.2337], [1.0339, -2.6399, 2.2119], [3.8241, -2.4678, 1.5970], [-3.7148, 2.9330, -0.5252], [-3.2641, 2.0099, 0.4440], [-4.6685, 3.4180, -0.3169], [-3.0569, 3.7821, -0.7101], [-3.8127, 2.4633, -1.5039], [-2.5275, 1.5843, -0.0010], [2.8483, -0.7101, -3.6854], [2.9597, -0.7953, -5.1115], [3.0568, -1.7259, -3.3496], [3.6778, -0.1376, -3.2704], [1.8961, -0.3114, -3.3355], [2.4448, -1.5290, -5.4553], [-1.8081, -3.2412, -3.6428], [-2.8643, -2.4542, -4.1974], [-1.1517, -3.6045, -4.4335], [-1.2519, -2.6162, -2.9441], [-2.2173, -4.1026, -3.1149], [-3.1933, -1.8366, -3.5403]],
  "lowdin_charge": [-0.20, -0.22, -0.05, -0.07, 0.10, 0.10, 0.11, 0.12, 0.07, 0.09, -0.24, -0.20, -0.08, -0.05, 0.13, 0.12, 0.13, 0.12, 0.04, 0.11, -0.19, -0.23, -0.05, -0.09, 0.12, 0.11, 0.10, 0.12, 0.04, 0.04, -0.20, -0.11, 0.09, 0.07, 0.08, 0.08, -0.19, -0.08, 0.08, 0.07, 0.07, 0.09, -0.08, -0.13, 0.08, 0.06, 0.09, 0.04, -0.19, -0.12, 0.06, 0.08, 0.09, 0.07, 0.02, 0.27, 0.12, 0.16, 0.13, 0.07, -0.12, -0.13, 0.09, 0.09, 0.07, 0.10, -0.15, -0.12, 0.09, 0.08, 0.08, 0.02, -0.14, -0.12, 0.08, 0.06, 0.07, 0.07, -0.14, -0.13, 0.08, 0.07, 0.06, 0.01]
}


No. 2
{
  "formula": "C15H55Cl3N2O22S",
  "method": "ωB97M-V with the def2-TZVPD basis set",
  "lumo_ev": -1.281,
  "total_charge": 0,
  "homo_lumo_gap_ev": 5.29,
  "fmax_ev_per_a": 6.132,
  "elements": ["O", "O", "Cl", "Cl", "Cl", "S", "C", "C", "C", "C", "C", "C", "C", "C", "C", "C", "N", "N", "C", "C", "C", "C", "C", "H", "H", "H", "H", "H", "H", "H", "H", "H", "H", "H", "H", "H", "H", "H", "O", "H", "H", "O", "H", "H", "O", "H", "H", "O", "H", "H", "O", "H", "H", "O", "H", "H", "O", "H", "H", "O", "H", "H", "O", "H", "H", "O", "H", "H", "O", "H", "H", "O", "H", "H", "O", "H", "H", "O", "H", "H", "O", "H", "H", "O", "H", "H", "O", "H", "H", "O", "H", "H", "O", "H", "H", "O", "H", "H"],
  "positions_angstrom": [[0.1105, 3.2692, 1.2205], [1.1997, 1.5324, 1.8801], [0.4532, 1.4537, -2.9441], [2.4329, 4.1242, -0.2600], [0.7554, 4.8477, -2.5600], [-1.6122, -0.1902, 0.3532], [-0.0204, 0.2205, -0.2975], [0.6780, 2.2740, -1.4177], [0.4041, 1.6337, -0.2516], [-4.6343, 1.4768, -2.6934], [-4.5775, 1.8256, -1.3341], [-3.6829, 0.5283, -3.0553], [-3.7163, 1.2384, -0.4156], [-2.6914, 0.0452, -2.2197], [-2.7253, 0.4000, -0.8610], [1.1930, 3.6474, -1.3642], [0.5475, 2.1362, 1.0210], [0.8527, -0.6750, -0.6413], [2.2164, -0.3688, -1.0014], [0.5906, -2.1366, -0.7467], [3.0509, -0.9304, 0.1785], [1.4625, -2.9030, 0.2456], [2.9650, -2.4887, 0.3312], [-5.3450, 1.9361, -3.3632], [-5.3047, 2.4881, -0.8702], [-3.7008, 0.2334, -4.1044], [-3.8362, 1.4883, 0.6503], [-2.0071, -0.6342, -2.6073], [2.4392, -0.7502, -1.9268], [2.3373, 0.6993, -0.9516], [-0.4830, -2.3437, -0.6019], [0.7416, -2.5336, -1.7489], [4.1101, -0.6895, -0.0543], [2.7114, -0.4126, 1.0668], [1.4918, -4.0437, 0.0436], [1.0126, -2.8638, 1.1978], [3.5106, -3.0008, -0.4569], [3.4315, -2.8254, 1.2475], [-1.9023, 4.9166, 2.7794], [-1.1962, 4.4292, 3.3156], [-2.4277, 5.5058, 3.4122], [2.7657, -0.4090, -4.4265], [3.3011, -1.1989, -4.0900], [1.8928, -0.7567, -4.8018], [1.4349, -6.8393, 1.3169], [1.6581, -6.0764, 1.9428], [0.8878, -6.4687, 0.5507], [-7.0402, 1.8608, 1.3603], [-7.7414, 2.2372, 1.9851], [-7.4953, 1.2151, 0.7281], [-8.2503, 1.1579, -2.6479], [-8.5129, 0.6405, -1.8190], [-7.6650, 0.5622, -3.2191], [4.1279, 5.8541, 1.4729], [3.2952, 6.4257, 1.4119], [4.0943, 5.1680, 0.7300], [-1.6282, -2.8888, 2.4762], [-2.0264, -2.9883, 1.5513], [-1.1228, -3.7377, 2.6946], [5.3118, 3.0921, 0.1160], [5.0111, 2.6595, -0.7479], [5.0625, 2.4772, 0.8798], [2.3941, 0.2156, 3.9236], [1.4665, -0.1711, 4.0408], [2.6589, 0.6676, 4.7893], [-0.0745, -6.3236, -1.3619], [0.0297, -7.2095, -1.8394], [0.1686, -5.5856, -2.0101], [3.8053, -2.5729, 4.2692], [3.5827, -2.7681, 5.2368], [3.5023, -1.6305, 4.0601], [0.5840, -4.5087, -3.0736], [-0.2833, -4.2877, -3.5456], [1.3414, -4.3889, -3.7337], [4.9911, 1.4757, -1.9509], [5.7349, 0.8323, -2.1890], [4.6023, 1.8402, -2.8110], [-2.5979, -3.9315, -0.0723], [-3.0104, -3.6384, -0.9485], [-2.5767, -4.9430, -0.0568], [-5.3137, 3.9289, 1.7437], [-5.8810, 3.1530, 1.4276], [-4.3734, 3.7945, 1.3950], [0.5845, 2.6085, -5.5650], [1.5148, 2.3741, -5.8863], [0.0002, 1.7887, -5.6664], [-0.4648, 3.1064, 4.2297], [0.3905, 3.6175, 4.0536], [-0.5426, 2.9564, 5.2273], [0.0651, -0.8883, 3.0203], [0.5604, -0.5041, 2.2261], [-0.3940, -1.7398, 2.7237], [-2.5294, 4.1441, 0.3592], [-1.8471, 3.5313, -0.0682], [-2.2574, 4.2957, 1.3219], [5.4180, -4.6032, 2.6397], [5.9615, -5.0057, 3.3922], [4.5930, -4.1760, 3.0404]],
  "lowdin_charge": [0.02, 0.04, 0.80, 0.76, 0.59, 1.12, -0.43, -0.67, -0.33, -0.05, -0.05, -0.10, -0.11, -0.11, -0.51, -1.09, -0.35, -0.05, -0.13, -0.12, -0.11, -0.14, -0.13, 0.10, 0.11, 0.10, 0.12, 0.07, 0.08, 0.10, 0.08, 0.10, 0.12, 0.10, 0.13, 0.07, 0.11, 0.09, -0.10, 0.02, 0.10, -0.13, 0.07, 0.06, -0.13, 0.06, 0.01, -0.11, 0.10, 0.08, -0.12, 0.06, 0.06, -0.16, 0.06, -0.05, -0.11, 0.03, 0.10, -0.16, -0.01, 0.07, -0.13, 0.04, 0.08, -0.13, 0.08, -0.02, -0.12, 0.08, 0.04, -0.08, 0.12, 0.12, -0.10, 0.11, 0.11, -0.11, 0.09, 0.09, -0.14, -0.01, 0.02, -0.18, 0.07, 0.04, -0.10, 0.09, 0.10, -0.13, 0.02, 0.00, -0.13, 0.05, -0.01, -0.14, 0.07, 0.02]
}